1.
98
Properties=species:S:1:pos:R:3 method="wB97M-V/def2-TZVPD" e_above_lowest_kcal_mol=0.00 orbital_gap_ev=6.15 total_charge=+1 spin_multiplicity=1 energy_ha=-3306.183498
C 0.0000 2.4166 1.5122
C -1.2469 2.0675 -0.4306
C -0.4842 3.7213 1.6349
C -1.6574 3.4126 -0.4358
C -1.2999 4.2375 0.6259
H -0.1392 4.3134 2.4827
H -2.3184 3.7572 -1.2345
H -1.6274 5.2801 0.6593
N -0.4239 1.5826 0.5466
P 2.1521 0.6129 1.7849
P -2.3040 -0.5167 -0.9600
C 1.0878 1.9527 2.4768
H 1.7316 2.8016 2.7586
H 0.6215 1.5898 3.4059
C -1.6829 1.1290 -1.5036
H -2.3606 1.5833 -2.2327
C -2.5103 -1.5780 -2.5657
C -3.9894 -0.0804 -0.1983
C 3.4753 1.5397 0.7235
C 2.8311 -0.2291 3.3264
C -1.2399 -2.4299 -2.7755
H -1.0607 -3.1114 -1.9269
H -1.4008 -3.0494 -3.6712
H -0.3345 -1.8314 -2.9360
C -3.6741 -2.5694 -2.4324
H -3.5562 -3.2129 -1.5505
H -4.6623 -2.0970 -2.4159
H -3.6547 -3.2267 -3.3146
C -2.7185 -0.6514 -3.7655
H -2.9371 -1.2731 -4.6511
H -3.5710 0.0299 -3.6285
H -1.8108 -0.0649 -3.9730
C -4.5606 -1.3455 0.4790
H -3.8155 -1.8296 1.1312
H -5.4179 -1.0457 1.1020
H -4.9296 -2.0761 -0.2510
C -3.8450 1.0047 0.8878
H -3.0864 0.7525 1.6354
H -3.6184 1.9913 0.4628
H -4.8104 1.0783 1.4137
C -4.9312 0.4552 -1.2839
H -4.4755 1.2690 -1.8764
H -5.2909 -0.3327 -1.9690
H -5.8159 0.8744 -0.7686
C 3.8575 -1.2743 2.8589
H 4.2166 -1.8254 3.7404
H 3.4000 -1.9957 2.1613
H 4.7293 -0.8240 2.3663
C 1.6847 -0.9654 4.0515
H 0.8819 -0.2907 4.3776
H 1.2493 -1.7650 3.4368
H 2.1122 -1.4356 4.9514
C 3.4466 0.7756 4.3076
H 2.7593 1.5966 4.5512
H 3.6643 0.2387 5.2431
H 4.3914 1.1978 3.9507
C 2.8405 2.7512 0.0258
H 2.5616 3.5456 0.7314
H 3.5794 3.1751 -0.6713
H 1.9570 2.4641 -0.5599
C 3.9320 0.5416 -0.3607
H 3.1226 0.3161 -1.0778
H 4.7580 0.9955 -0.9246
H 4.2869 -0.4122 0.0551
C 4.6704 2.0248 1.5472
H 4.3750 2.7144 2.3481
H 5.2738 1.2096 1.9657
H 5.3314 2.5891 0.8721
Ca 0.3733 -0.8144 0.0185
C -1.2212 -1.1238 2.0540
O -1.8165 -0.8824 3.0196
N 0.7349 0.1111 -2.0675
C 0.0449 0.9138 -2.6430
C 0.2111 1.9311 -3.8020
C -1.0962 2.5963 -4.1904
C 1.1554 3.0034 -3.2634
C 0.8229 1.1869 -5.0040
H -1.8404 1.8652 -4.5163
H -1.4991 3.1830 -3.3567
H -0.9018 3.2786 -5.0270
H 2.0911 2.5414 -2.9213
H 1.3782 3.7368 -4.0493
H 0.6944 3.5181 -2.4033
H 0.5421 1.7174 -5.9298
H 1.9190 1.1551 -4.9087
H 0.4491 0.1446 -5.0669
S 1.7794 -3.1196 0.1268
C 1.2565 -4.1665 1.3762
N 0.2182 -3.9855 2.2329
C 0.0337 -5.1006 3.1414
C 1.1565 -6.0588 2.7584
N 1.8372 -5.3441 1.6906
H -0.4273 -3.2043 2.1527
H -0.9530 -5.5534 3.0079
H 0.1287 -4.7794 4.1822
H 0.7641 -7.0136 2.3910
H 1.8356 -6.2609 3.5936
H 2.6106 -5.7241 1.1573

***

2.
110
Properties=species:S:1:pos:R:3 method="wB97M-V/def2-TZVPD" orbital_gap_ev="4.72 / 3.40" spin_multiplicity=2 energy_ha=-3419.389347
Hf 3.8426 -12.9807 -6.4114
C 2.9068 -16.9130 -2.9574
C 3.3876 -17.3553 -4.3649
C 3.3123 -18.9698 -4.4871
C 2.0332 -19.6488 -4.9911
C 1.5458 -18.8641 -6.2233
C 1.2825 -17.3007 -5.9929
N 2.5872 -16.7158 -5.4909
O 2.9028 -15.2753 -5.7984
C 0.2162 -17.1437 -4.9458
C 0.8964 -16.9149 -7.4159
C 4.9643 -16.9696 -4.4210
H 3.7661 -16.7748 -2.3012
H 2.3778 -17.7375 -2.4794
H 2.3560 -15.9782 -3.0625
H 3.4063 -19.3813 -3.4822
H 4.2125 -19.2706 -5.0230
H 1.2333 -19.5997 -4.2523
H 2.2531 -20.7149 -5.0476
H 0.5762 -19.2809 -6.4959
H 2.2766 -19.0480 -7.0108
H -0.7068 -17.5066 -5.3981
H 0.1542 -16.0557 -4.9656
H 0.3649 -17.5496 -3.9451
H 1.7177 -16.8744 -8.1314
H 0.3940 -15.9492 -7.3608
H 0.1798 -17.6054 -7.8608
H 5.5429 -17.5415 -3.6956
H 5.0744 -15.9363 -4.0921
H 5.4536 -16.9337 -5.3944
F 2.3852 -12.9482 -8.1990
F 6.0566 -13.9115 -6.5368
C 5.9397 -13.4189 -2.2771
C 4.5940 -13.3482 -2.6413
C 3.5812 -13.6318 -1.5596
O 2.3788 -13.2457 -1.5772
C 3.9619 -14.1069 -0.3397
C 5.3288 -14.3268 -0.0225
C 6.4163 -13.7311 -0.9180
O 7.5441 -13.8080 -0.4738
O 5.8181 -14.8609 0.9999
O 4.3262 -13.0498 -3.8948
H 6.6490 -13.1285 -3.0380
H 3.1346 -14.2997 0.3273
C 6.8202 -9.2375 -5.9204
C 6.4797 -10.6647 -5.5677
O 5.4127 -11.1582 -5.7181
N 7.4547 -11.2391 -4.8782
C 8.8711 -11.2256 -5.3203
H 7.1711 -9.0376 -6.9328
H 7.5691 -8.8898 -5.2087
H 6.0376 -8.5417 -5.6177
H 7.2048 -12.1079 -4.4278
H 9.0411 -10.8279 -6.3208
H 9.2424 -12.2422 -5.1904
H 9.5051 -10.5698 -4.7236
C 2.6790 -8.3930 -6.7735
C 2.4705 -9.8174 -7.2458
O 3.0112 -10.7795 -6.7094
N 1.5961 -9.9927 -8.2093
C 0.5934 -9.1123 -8.7712
H 1.9944 -7.7783 -7.3579
H 3.7343 -8.1210 -6.7523
H 2.2403 -8.3754 -5.7758
H 1.5388 -10.9722 -8.4487
H 0.0574 -9.5341 -9.6214
H 1.0991 -8.2267 -9.1560
H -0.1445 -8.8769 -8.0042
C 7.1317 -11.4823 -9.2300
C 5.6364 -11.5803 -9.3759
O 4.9340 -11.9877 -8.3795
N 5.1794 -11.1245 -10.5426
C 3.7897 -11.0415 -11.0393
H 7.4213 -12.3256 -8.6030
H 7.6567 -10.7265 -8.6458
H 7.7179 -11.6132 -10.1396
H 5.8315 -11.1782 -11.3120
H 3.5430 -11.5692 -11.9606
H 3.5419 -9.9801 -11.0310
H 3.0794 -11.3933 -10.2911
C -1.1948 -13.4645 -6.1441
C -1.5539 -13.7502 -4.6773
C -0.3961 -13.3836 -3.7732
S 0.5214 -12.0599 -4.7633
O 1.8494 -12.5408 -5.1701
O 0.5373 -10.7788 -4.0268
C -0.6058 -12.1005 -6.1598
H -1.9607 -13.7971 -6.8448
H -0.3871 -14.0989 -6.5092
H -1.7901 -14.8143 -4.6741
H -2.5489 -13.3814 -4.4284
H 0.4373 -14.0386 -3.5188
H -0.6882 -12.8553 -2.8657
H -0.1945 -11.5845 -7.0273
H -1.3782 -11.4371 -5.7707
C 5.2810 -18.1551 -8.4224
C 4.7688 -18.0703 -9.8729
C 4.1240 -16.7416 -10.1052
S 5.2640 -15.5946 -9.2310
O 4.4284 -14.6356 -8.4647
O 6.1573 -15.0128 -10.2433
C 6.1745 -16.9148 -8.2955
H 5.8455 -19.0821 -8.3226
H 4.5268 -18.1276 -7.6359
H 3.9489 -18.7556 -10.0879
H 5.5640 -18.0542 -10.6182
H 3.1845 -16.6264 -9.5647
H 3.9662 -16.3185 -11.0973
H 6.3723 -16.5383 -7.2919
H 7.0508 -16.9795 -8.9405

***

3.
112
Properties=species:S:1:pos:R:3 method="wB97M-V/def2-TZVPD" orbital_gap_ev="5.01 / 5.19" spin_multiplicity=1 energy_ha=-6823.543212
Ta 1.1912 -0.9465 0.7398
O 5.9984 -2.5466 3.3988
C 5.0184 -1.8364 2.7715
C 3.7284 -1.6995 3.2728
C 2.7955 -0.9736 2.5532
N 2.9993 -0.4768 1.3221
C 4.2891 -0.6028 0.8421
C 5.3018 -1.2140 1.5444
C 4.4450 -0.2935 -0.6436
O 5.5392 -0.1033 -1.1320
O 3.3015 -0.3464 -1.2076
C 1.5215 -0.7424 3.1181
O 1.2548 -1.0385 4.2952
O 0.6807 -0.1346 2.3456
H 5.6997 -2.8719 4.2554
H 3.4132 -2.1210 4.2215
H 6.2817 -1.2515 1.0979
Se 2.8921 -2.7893 0.2034
N 2.7032 -4.4559 -0.2555
C 1.6630 -4.5640 -1.0949
C 1.1697 -5.7053 -1.7255
C 0.0234 -5.5748 -2.4886
C -0.6199 -4.3522 -2.6013
N -0.1766 -3.2368 -2.0295
C 0.9386 -3.3538 -1.3325
N 1.4659 -2.2700 -0.6850
H 1.6789 -6.6492 -1.6020
H -0.3876 -6.4335 -2.9965
H -1.5370 -4.2227 -3.1572
C -4.6929 -0.4346 2.4492
C -4.5726 0.8255 3.3059
C -4.9113 2.0710 2.4902
C -3.2019 0.9398 3.9953
N -2.1524 1.4970 3.1865
C -1.8015 1.3504 1.8939
N -0.7449 2.0935 1.6677
N -0.4507 2.6806 2.8223
N -1.2660 2.3443 3.7241
H -5.7081 -0.5362 2.0742
H -4.4673 -1.3231 3.0387
H -4.0316 -0.3964 1.5863
H -5.2986 0.7366 4.1228
H -4.2773 2.1549 1.6099
H -4.7951 2.9675 3.0945
H -5.9435 2.0148 2.1550
H -2.8922 -0.0487 4.3560
H -3.2687 1.5991 4.8664
H -2.2769 0.7550 1.1426
C 1.3031 4.4592 0.3751
Si 2.0399 3.9362 -1.2964
C 1.7482 5.3452 -2.5726
C 3.8347 3.3167 -1.3596
Si 0.2614 2.1582 -2.5517
Te 0.7087 0.7581 -0.8620
Si -1.6556 3.5051 -2.7485
C -3.1145 2.4637 -3.5410
C -2.1327 4.1253 -0.9667
C -1.6116 5.1003 -3.9069
Si 0.8618 2.2634 -4.7732
C 0.6919 3.8147 -6.0324
C -0.0105 0.8883 -5.8880
C 2.7941 1.9474 -4.8207
H 1.9894 5.0337 0.9843
H 1.0223 3.5688 0.9292
H 0.4071 5.0498 0.2311
H 2.3056 6.2420 -2.3222
H 0.6924 5.5815 -2.6185
H 2.0323 5.0170 -3.5643
H 4.4929 3.8590 -0.6895
H 4.2547 3.3826 -2.3571
H 3.8527 2.2702 -1.0755
H -3.2139 1.5312 -2.9948
H -2.8666 2.2158 -4.5669
H -4.0774 2.9646 -3.5385
H -1.5143 3.5440 -0.2847
H -3.1747 3.9415 -0.7383
H -1.9484 5.1785 -0.8024
H -0.7146 5.0953 -4.5017
H -1.6599 6.0229 -3.3442
H -2.4548 5.1089 -4.5857
H -0.3241 3.9352 -6.3809
H 1.3048 3.6255 -6.9066
H 1.0222 4.7545 -5.6150
H -1.0240 1.1612 -6.1543
H -0.0589 -0.0199 -5.2983
H 0.5187 0.6679 -6.8087
H 3.3740 2.8578 -4.7561
H 3.1294 1.4172 -5.7028
H 3.0312 1.3383 -3.9537
S -0.8448 -0.7712 -0.1309
C -1.2121 -3.2584 5.7692
C -0.7785 -3.5118 4.3289
C -1.0776 -2.3141 3.4535
S -0.2325 -2.2773 1.8155
O 1.1674 -2.6487 1.9197
C -1.1600 -3.7114 1.0912
C -0.5266 -5.0717 1.2992
C -1.5343 -6.1761 1.0151
H -0.9898 -4.1242 6.3896
H -2.2842 -3.0667 5.8219
H -0.6862 -2.3949 6.1723
H -1.2881 -4.4059 3.9500
H 0.3048 -3.6909 4.3233
H -0.7412 -1.4038 3.9629
H -2.1450 -2.2121 3.2200
H -1.2974 -3.5262 0.0132
H -2.1500 -3.6395 1.5526
H -0.1408 -5.1692 2.3200
H 0.3271 -5.1922 0.6254
H -2.3895 -6.0870 1.6878
H -1.0693 -7.1482 1.1622
H -1.8902 -6.1097 -0.0136

***

4.
131
Properties=species:S:1:pos:R:3 method="wB97M-V/def2-TZVPD" orbital_gap_ev=8.51 spin_multiplicity=1 smiles="CC[C@H](CCOC(C)=O)OC[C@](Cc1cccc(C)c1)(NCCOC(C)=O)S(=O)(=O)C(F)(F)C(F)(F)C(F)(F)C(F)(F)F.NC(N)=O.NC(N)=O.NC(N)=O.NC(N)=O.NC(N)=O.NC(N)=O.NC(N)=O" energy_ha=-4426.926829
C 5.8744 0.2694 2.7394
C 5.1030 -1.0500 2.2496
C 3.9983 -0.7558 1.0775
C 4.6302 -1.3244 -0.2907
C 6.0656 -0.7150 -0.6839
O 7.0542 -1.7833 -0.6044
C 7.1138 -2.5535 -1.7988
C 6.0041 -3.5793 -2.3121
O 8.1570 -2.4555 -2.5098
O 3.7707 0.6759 1.1156
C 2.7871 1.1227 0.1655
C 1.4883 1.8294 0.8548
C 0.7920 0.8716 1.9263
C 0.4810 -0.6093 1.4293
C 0.3969 -1.7104 2.5529
C 0.1273 -3.1975 2.2154
C -0.0595 -3.6643 0.7278
C -0.0071 -2.5822 -0.4103
C -0.1959 -3.0529 -1.9361
C 0.2514 -1.0833 -0.0193
N 0.6463 2.2878 -0.2671
C -0.7426 2.6580 0.0990
C -1.8655 1.5936 -0.3502
O -1.8732 1.3950 -1.8106
C -3.2491 1.0311 -2.0869
C -3.7196 -0.5150 -2.0069
O -4.1344 1.8836 -2.3784
S 1.9818 3.3899 1.8091
O 3.2263 3.1788 2.6548
O 0.8970 3.8103 2.7976
C 2.2125 4.8713 0.6508
F 0.8787 5.3794 0.4468
F 2.6718 4.4788 -0.6330
C 3.0456 6.0752 1.3165
F 2.9287 6.0970 2.7436
F 2.3954 7.2861 0.8863
C 4.5677 6.2033 0.8315
F 5.0983 7.3595 1.5056
F 4.7052 6.4923 -0.5574
C 5.5271 4.9860 1.2361
F 5.2302 3.7679 0.5793
F 5.6712 4.8285 2.6457
F 6.8397 5.3483 0.7800
H 5.2389 1.0043 3.3352
H 6.7133 -0.0875 3.4532
H 6.3955 0.8588 1.9141
H 5.8547 -1.7992 1.8303
H 4.6248 -1.5208 3.1766
H 3.0945 -1.4012 1.3427
H 3.9225 -1.1834 -1.1786
H 4.7794 -2.4598 -0.1303
H 5.9987 -0.4274 -1.8063
H 6.3521 0.2401 -0.1345
H 5.3243 -4.0005 -1.5002
H 6.5710 -4.4836 -2.7561
H 5.3566 -3.1692 -3.1735
H 2.4624 0.3462 -0.6095
H 3.2864 1.9792 -0.4371
H 1.5436 0.7651 2.8021
H -0.1640 1.2818 2.4023
H 0.5218 -1.4370 3.6655
H 0.0858 -4.0108 3.0227
H -0.2282 -4.7591 0.4505
H 0.2904 -2.2325 -2.5817
H -1.2775 -3.2764 -2.2145
H 0.4429 -3.9988 -2.1268
H 0.3010 -0.3438 -0.8806
H 0.7140 1.6975 -1.1040
H -0.9922 3.6272 -0.4846
H -0.9225 2.9033 1.1956
H -1.8583 0.6206 0.2466
H -2.8797 2.1028 -0.1108
H -4.3404 -0.6657 -1.0431
H -4.3908 -0.7596 -2.8959
H -2.7739 -1.1550 -1.9587
C 3.0689 0.4746 -3.6343
O 2.6942 -0.1301 -2.6336
N 2.2991 0.6012 -4.7413
N 4.2815 1.0656 -3.7172
H 2.5867 1.0911 -5.5690
H 1.3874 0.1739 -4.7182
H 4.8829 0.9926 -2.9133
H 4.6091 1.5651 -4.5264
C -6.8341 -2.0967 -0.8630
O -5.6578 -2.2549 -0.5517
N -7.3531 -0.8751 -1.1383
N -7.7106 -3.1227 -0.9582
H -8.3111 -0.7175 -1.3966
H -6.7290 -0.0876 -1.0769
H -7.3596 -4.0545 -0.7596
H -8.6751 -3.0099 -1.2115
C -8.1167 -6.0901 1.0902
O -7.6118 -5.6610 0.0604
N -8.8382 -7.2340 1.1295
N -7.9961 -5.4551 2.2806
H -9.2600 -7.6015 1.9653
H -8.9504 -7.7356 0.2639
H -7.4654 -4.5987 2.2926
H -8.4017 -5.7895 3.1359
C 4.0358 6.9131 7.1707
O 4.0406 6.9068 8.3921
N 5.1121 6.5432 6.4327
N 2.9541 7.2904 6.4453
H 5.1282 6.5412 5.4287
H 5.9359 6.2559 6.9351
H 2.1341 7.5721 6.9570
H 2.9303 7.3024 5.4416
C 7.7054 2.7149 -4.8555
O 6.8550 1.9065 -5.2035
N 8.1559 2.7987 -3.5804
N 8.2702 3.5964 -5.7157
H 8.8523 3.4541 -3.2752
H 7.7604 2.1591 -2.9106
H 7.9613 3.5650 -6.6736
H 8.9687 4.2668 -5.4509
C -8.5742 1.0582 -4.2112
O -8.9880 0.4468 -3.2363
N -9.3017 1.2014 -5.3467
N -7.3529 1.6452 -4.2417
H -8.9809 1.6987 -6.1572
H -10.2154 0.7788 -5.3626
H -6.7804 1.5610 -3.4158
H -6.9955 2.1507 -5.0315
C -11.6211 -9.0196 3.6930
O -10.4416 -8.8976 3.3919
N -12.0273 -9.7026 4.7899
N -12.6231 -8.4823 2.9553
H -12.9889 -9.8146 5.0546
H -11.3109 -10.1169 5.3639
H -12.3607 -7.9665 2.1310
H -13.5961 -8.5711 3.1851